1.
ORCA calculation (wB97M-V/def2-TZVPD) on a cluster of 5 separate species, C20H47ClN3O8 in total in a non-equilibrium geometry.

Computed properties:
E_LUMO (alpha / beta) (eV): 4.28 / 4.27
Largest force on an atom (eV Å⁻¹): 3.5
HOMO (alpha / beta) (eV): 2.827 / -3.416
Expectation value of S²: 0.751
Spin multiplicity: 2
E (Eh): -2016.2101
Net charge: -2

Structure (XYZ):
```
79
Properties=species:S:1:pos:R:3:mulliken_spin:R:1
Cl 0.4008 21.3533 14.6828 0.002
O 0.6206 20.2091 13.8784 0.031
O -0.7302 21.1887 15.4728 -0.001
O 1.4949 21.6139 15.5325 0.002
O 0.3344 22.5363 13.8803 -0.009
C 3.9630 18.5436 13.1993 0.017
C 4.2049 19.7590 12.3028 -0.013
C 3.3363 19.7281 11.0492 -0.016
O 3.5769 20.8258 10.1999 -0.163
C 3.0642 20.7064 8.8935 0.389
N 3.9894 20.9955 13.0053 0.001
H 2.9259 18.4385 13.5180 0.001
H 4.5236 18.6251 14.1306 -0.002
H 4.1882 17.6167 12.6719 -0.012
H 5.2257 19.7444 11.9209 -0.004
H 2.2708 19.8373 11.2516 0.010
H 3.3957 18.8123 10.4611 0.039
H 3.5408 19.8341 8.4464 0.004
H 3.3890 21.5960 8.3538 -0.078
H 1.9977 20.6115 8.6893 -0.065
H 4.0646 21.7705 12.3620 0.003
H 2.9925 20.9853 13.1672 -0.006
C -0.4688 25.7021 12.1071 -0.008
C -1.6485 24.9494 11.4682 -0.023
C -1.2711 23.7997 10.4502 0.124
O -0.2872 24.2983 9.4766 -0.466
C -0.0557 23.4097 8.4019 0.883
N -2.3977 24.3429 12.5099 0.006
H -0.0762 26.3270 11.3049 -0.007
H 0.2499 25.0326 12.5796 0.004
H -0.6921 26.2630 13.0146 -0.004
H -2.3076 25.6548 10.9623 0.025
H -2.2174 23.5488 9.9710 -0.017
H -0.8729 22.9125 10.9426 0.083
H -0.9299 23.2764 7.7646 -0.319
H 0.2326 22.4581 8.8484 0.150
H 0.7530 23.8290 7.8033 -0.154
H -2.9672 23.5561 12.2329 -0.027
H -1.6884 23.8228 13.0064 -0.001
C -0.0347 18.8371 9.1746 1.146
C -1.2183 18.8187 10.1226 -4.080
C -2.4109 18.5947 9.1818 1.663
C -3.7091 18.2358 9.9294 0.183
C -3.5205 17.0562 10.9007 1.197
C -2.2862 17.1462 11.8124 -1.817
N -1.0944 17.6812 11.0697 0.914
O 0.0046 17.7985 11.8785 -0.042
C -2.5472 18.0608 13.0314 0.358
C -1.8699 15.7219 12.3436 0.445
C -1.3135 20.1943 10.8157 0.586
H -0.1681 19.5885 8.3963 0.082
H 0.0108 17.8152 8.7982 -0.352
H 0.9308 19.0349 9.6401 0.459
H -2.5891 19.4955 8.5944 0.281
H -2.2358 17.7404 8.5279 -0.276
H -4.5136 17.9164 9.2669 -0.713
H -4.0027 19.1057 10.5170 0.282
H -3.5599 16.0692 10.4399 -0.186
H -4.4107 17.0285 11.5292 0.031
H -1.7445 18.3511 13.7092 0.051
H -3.0661 18.9767 12.7485 0.036
H -3.3009 17.5684 13.6458 -0.026
H -0.8990 15.7589 12.8375 0.067
H -2.5192 15.2653 13.0906 0.028
H -1.8223 14.9515 11.5739 -0.133
H -0.4027 20.2748 11.4090 0.053
H -2.2145 20.2609 11.4256 0.270
H -1.3308 20.9943 10.0757 0.097
H -0.1382 18.5969 12.3921 0.016
C 1.0240 20.7120 18.7810 0.002
C 1.5991 22.0898 19.1469 -0.002
O 1.0946 23.1372 18.7647 0.000
C 2.9359 22.0532 19.8786 0.001
H 0.9854 20.1581 19.7190 -0.001
H 1.7204 20.2890 18.0570 0.001
H 0.0687 20.8502 18.2748 0.000
H 3.0816 23.1144 20.0804 0.000
H 3.7457 21.5853 19.3189 0.000
H 2.7203 21.4921 20.7879 0.000
```

***

2.
ORCA calculation (wB97M-V/def2-TZVPD) on a cluster of 3 separate species, C20H47N6O8P3S in total in a non-equilibrium geometry.

Computed properties:
E_LUMO (eV): -1.29
Largest force on an atom (eV Å⁻¹): 5.0
SMILES: CCCOCC1=C(P(O)(O)=S)C(=O)OC1=O.CN(C)P(=O)(N(C)C)N(C)C.CN(C)P(=O)(N(C)C)N(C)C
HOMO (eV): -8.186
E (Eh): -3142.9886

Structure (XYZ):
```
85
Properties=species:S:1:pos:R:3:lowdin_charge:R:1
C -1.3314 4.0096 0.7570 -0.087
C -1.0927 5.1416 -0.2557 -0.229
C -1.8727 6.4000 0.0918 -0.218
O -3.2448 6.0884 0.3163 -0.117
C -4.1778 6.8025 -0.4548 -0.151
C -5.2669 7.2157 0.4803 -0.059
C -6.4041 6.6054 0.8232 -0.130
P -7.0770 5.0358 0.2281 0.145
O -7.1628 5.1794 -1.3657 -0.173
O -8.6145 5.0588 0.6517 -0.177
S -6.0858 3.5246 0.8160 0.352
C -7.0699 7.4644 1.8544 -0.394
O -8.1888 7.4696 2.2562 0.179
O -6.1050 8.3568 2.3154 0.155
C -5.2349 8.5037 1.2568 -0.380
O -4.6301 9.4865 0.9850 0.202
H -2.2340 3.4689 0.4858 0.071
H -1.4633 4.4715 1.7375 0.076
H -0.4752 3.3403 0.8073 0.043
H -0.0322 5.4068 -0.2114 0.107
H -1.3094 4.8215 -1.2762 0.108
H -1.7335 7.1353 -0.7047 0.118
H -1.4405 6.8098 1.0090 0.124
H -3.7582 7.6947 -0.9256 0.134
H -4.5679 6.1523 -1.2448 0.127
H -6.8930 6.0614 -1.6429 0.075
H -8.7149 5.3023 1.5830 0.074
C 3.2185 -1.3308 0.7999 -0.113
N 2.9770 0.0975 0.8226 -0.324
C 3.1017 0.7456 -0.4752 -0.119
P 2.1421 1.0226 1.9817 0.630
O 0.7707 1.1948 1.4389 -0.282
N 1.7777 0.2100 3.4807 -0.294
C 2.2086 -1.1385 3.8002 -0.147
C 0.4102 0.4089 3.9596 -0.148
N 3.4909 1.8029 2.5676 -0.324
C 4.8559 1.3288 2.4656 -0.098
C 3.2596 2.8591 3.5467 -0.119
H 4.1724 -1.5310 0.3017 0.086
H 2.4348 -1.8865 0.2710 0.088
H 3.3251 -1.7497 1.7932 0.038
H 3.9394 1.4563 -0.4895 0.071
H 2.1917 1.2898 -0.7422 0.071
H 3.2755 0.0045 -1.2538 0.083
H 1.7840 -1.8932 3.1267 0.079
H 1.8896 -1.3864 4.8148 0.079
H 3.2971 -1.2295 3.8066 0.069
H -0.3099 -0.2616 3.4739 0.084
H 0.0783 1.4289 3.7859 0.066
H 0.3803 0.2308 5.0374 0.078
H 4.9898 0.3319 2.8942 0.077
H 5.5080 2.0112 3.0112 0.083
H 5.2119 1.3108 1.4354 0.071
H 3.3005 2.4728 4.5709 0.083
H 2.2771 3.3105 3.3977 0.076
H 3.9940 3.6594 3.4401 0.079
C -0.4502 -6.0654 -0.9382 -0.121
N 0.0371 -5.3311 -2.0852 -0.327
C -0.7539 -4.1574 -2.4302 -0.119
P 1.5944 -5.3441 -2.7778 0.625
O 2.2818 -4.1572 -2.2116 -0.289
N 2.6648 -6.6096 -2.2352 -0.296
C 2.2744 -7.6614 -1.3146 -0.147
C 4.0196 -6.1626 -1.9167 -0.150
N 1.1409 -6.1329 -4.1713 -0.324
C -0.0271 -6.9754 -4.3290 -0.098
C 2.1615 -6.2677 -5.2051 -0.118
H -1.5151 -6.2825 -1.0711 0.085
H -0.3275 -5.5169 0.0049 0.089
H 0.0283 -7.0320 -0.8347 0.039
H -1.2299 -4.2706 -3.4133 0.071
H -0.1416 -3.2523 -2.4527 0.072
H -1.5394 -3.9978 -1.6931 0.082
H 1.9949 -7.2801 -0.3244 0.079
H 3.1118 -8.3486 -1.1776 0.079
H 1.4595 -8.2708 -1.7119 0.070
H 4.0968 -5.7289 -0.9114 0.082
H 4.3616 -5.4133 -2.6254 0.066
H 4.7010 -7.0144 -1.9818 0.079
H -0.0560 -7.7969 -3.6079 0.076
H -0.0129 -7.4148 -5.3265 0.083
H -0.9573 -6.4129 -4.2473 0.071
H 2.7118 -7.2095 -5.1051 0.083
H 2.8814 -5.4501 -5.1411 0.078
H 1.7179 -6.2202 -6.2010 0.079
```

***

3.
ORCA calculation (wB97M-V/def2-TZVPD) on a cluster of 4 separate species, C20H47O12P2S in total in a non-equilibrium geometry.

Computed properties:
E_LUMO (eV): -4.92
Largest force on an atom (eV Å⁻¹): 2.8
HOMO (eV): -10.639
E (Eh): -2773.5083
Net charge: +1

Structure (XYZ):
```
82
Properties=species:S:1:pos:R:3:lowdin_charge:R:1
C -2.6017 2.8727 0.6763 0.141
C -2.5777 4.0433 0.4928 -0.469
S -2.7921 5.6962 0.0328 0.768
P -4.7059 6.2663 0.7799 0.644
P -6.0553 4.5372 0.7689 0.189
O -5.9190 3.8839 2.0527 -0.275
O -5.8335 3.5688 -0.4810 -0.120
O -7.5545 5.0774 0.6374 -0.109
H -2.8426 1.8340 0.7447 0.085
H -2.8754 5.7032 -1.3292 0.020
H -4.4414 6.6012 2.1318 -0.044
H -4.9076 3.3134 -0.5897 0.057
H -7.8145 4.9257 -0.2879 0.098
C -1.0257 -0.6767 -5.8262 -0.106
O -1.1079 -1.3038 -4.5646 -0.196
C -0.3983 -0.5891 -3.5707 -0.210
C -0.7661 -1.0977 -2.1929 -0.180
O -1.9809 -0.5433 -1.6917 -0.154
C -3.1789 -1.0701 -2.2590 -0.183
C -3.5235 -2.4511 -1.7438 -0.212
O -2.7840 -3.4289 -2.4444 -0.198
C -2.8339 -4.6893 -1.8049 -0.092
H 0.0164 -0.5849 -6.1503 0.090
H -1.5649 -1.2932 -6.5423 0.091
H -1.4951 0.3138 -5.7954 0.086
H -0.6265 0.4825 -3.6420 0.125
H 0.6761 -0.7443 -3.7393 0.130
H 0.0076 -0.7647 -1.4966 0.121
H -0.7875 -2.1880 -2.1592 0.122
H -3.1445 -1.0460 -3.3494 0.124
H -3.9723 -0.3868 -1.9425 0.116
H -4.5928 -2.6465 -1.9053 0.129
H -3.3033 -2.5083 -0.6699 0.130
H -2.3691 -4.6321 -0.8149 0.082
H -2.2715 -5.3964 -2.4101 0.092
H -3.8675 -5.0417 -1.7162 0.091
C 3.3608 -3.2062 -0.0903 -0.109
O 2.6279 -4.0925 0.7236 -0.194
C 1.2636 -3.7240 0.8111 -0.208
C 0.4458 -4.8501 1.4100 -0.181
O 0.0882 -5.8478 0.4635 -0.141
C 1.1274 -6.7439 0.0829 -0.176
C 1.4389 -7.7825 1.1393 -0.205
O 2.3015 -7.2409 2.1253 -0.202
C 2.3743 -8.0623 3.2702 -0.109
H 3.3068 -2.1821 0.2987 0.082
H 4.3997 -3.5298 -0.0882 0.090
H 2.9892 -3.2333 -1.1217 0.088
H 0.8754 -3.4787 -0.1861 0.119
H 1.1914 -2.8381 1.4590 0.126
H -0.5030 -4.4275 1.7506 0.124
H 0.9385 -5.2873 2.2800 0.124
H 2.0241 -6.2027 -0.2231 0.123
H 0.7460 -7.2665 -0.7968 0.127
H 1.9475 -8.6364 0.6716 0.129
H 0.5064 -8.1262 1.6033 0.130
H 1.3942 -8.1358 3.7552 0.089
H 3.0735 -7.6050 3.9675 0.088
H 2.7364 -9.0631 3.0103 0.089
C 2.5367 2.3002 -0.1179 -0.100
O 2.4527 3.6188 0.3806 -0.190
C 1.1991 3.8817 0.9714 -0.223
C 1.2492 5.1685 1.7737 -0.191
O 1.7909 4.9954 3.0691 -0.125
C 3.2080 4.8474 3.1367 -0.169
C 3.9539 6.1494 2.9418 -0.203
O 4.0735 6.4473 1.5600 -0.204
C 4.4886 7.7790 1.3424 -0.108
H 1.7596 2.1159 -0.8695 0.083
H 3.5126 2.1797 -0.5827 0.093
H 2.4466 1.5739 0.6975 0.091
H 0.9088 3.0511 1.6271 0.131
H 0.4573 3.9847 0.1607 0.107
H 0.2174 5.4998 1.9386 0.110
H 1.7637 5.9647 1.2308 0.126
H 3.5586 4.0787 2.4469 0.124
H 3.4104 4.4941 4.1490 0.130
H 4.9641 6.0558 3.3610 0.131
H 3.4221 6.9591 3.4561 0.131
H 3.7411 8.4836 1.7248 0.088
H 4.5900 7.9280 0.2692 0.088
H 5.4558 7.9691 1.8191 0.091
```

***

Which of these has the lowest E? C20H47N6O8P3S